Entry 1:
{"formula": "C44H51BBr4N10O2P2PbS5", "method": "the ωB97M-V functional and the def2-TZVPD basis", "symbols": ["Pb", "C", "C", "C", "C", "N", "N", "B", "N", "C", "C", "C", "C", "N", "N", "C", "C", "C", "C", "N", "N", "C", "C", "C", "C", "N", "H", "H", "H", "H", "H", "H", "H", "H", "H", "H", "H", "H", "H", "H", "H", "H", "H", "H", "H", "H", "C", "P", "C", "N", "C", "C", "C", "C", "C", "C", "N", "C", "P", "C", "C", "C", "C", "C", "C", "C", "C", "C", "H", "H", "H", "H", "H", "H", "H", "H", "H", "H", "H", "H", "H", "H", "H", "H", "H", "H", "H", "H", "H", "H", "H", "H", "H", "H", "H", "H", "Br", "C", "C", "Br", "C", "Br", "C", "O", "C", "O", "C", "Br", "C", "S", "C", "C", "S", "S", "C", "S", "S", "H", "H", "H"], "coordinates": [[-0.903, 0.563, -0.458], [-0.255, -1.139, 3.062], [-1.535, -1.591, 2.429], [-2.603, -2.298, 3.009], [-3.514, -2.449, 1.990], [-3.004, -1.879, 0.879], [-1.791, -1.346, 1.148], [-3.824, -1.607, -0.418], [-4.386, -0.144, -0.360], [-5.616, 0.389, -0.487], [-5.523, 1.754, -0.339], [-4.156, 2.005, -0.140], [-3.464, 3.319, 0.033], [-3.483, 0.858, -0.161], [-3.002, -1.711, -1.747], [-3.438, -2.338, -2.858], [-2.677, -1.933, -3.927], [-1.760, -1.012, -3.398], [-0.741, -0.205, -4.128], [-1.957, -0.886, -2.091], [-4.900, -2.709, -0.429], [-6.227, -2.735, -0.151], [-6.628, -4.046, -0.103], [-5.450, -4.785, -0.357], [-5.275, -6.271, -0.386], [-4.422, -3.979, -0.541], [0.122, -1.890, 3.756], [-0.394, -0.204, 3.613], [0.496, -0.959, 2.292], [-2.691, -2.638, 4.029], [-4.471, -2.949, 1.981], [-6.479, -0.206, -0.719], [-6.322, 2.477, -0.396], [-4.171, 4.086, 0.356], [-3.000, 3.618, -0.910], [-2.662, 3.238, 0.770], [-4.259, -3.034, -2.819], [-2.764, -2.246, -4.955], [-0.148, -0.838, -4.789], [-0.071, 0.304, -3.438], [-1.234, 0.556, -4.734], [-6.809, -1.847, 0.002], [-7.620, -4.423, 0.092], [-6.235, -6.769, -0.523], [-4.842, -6.625, 0.552], [-4.605, -6.567, -1.193], [1.696, 1.722, 1.403], [3.440, 2.261, 1.245], [4.211, 1.131, -0.022], [5.362, 1.694, -0.323], [6.233, 1.072, -1.155], [7.421, 1.722, -1.561], [8.308, 1.061, -2.363], [8.058, -0.275, -2.768], [6.911, -0.913, -2.392], [5.959, -0.223, -1.605], [4.750, -0.782, -1.347], [3.852, -0.143, -0.644], [2.154, -0.986, -0.690], [2.117, -1.446, -2.460], [2.515, -2.686, 0.075], [3.438, -3.618, -0.721], [1.139, -3.356, 0.193], [3.123, -2.491, 1.465], [4.260, 1.624, 2.857], [3.225, 1.193, 3.893], [5.242, 0.472, 2.628], [5.047, 2.825, 3.403], [1.172, 2.180, 0.566], [1.263, 2.088, 2.335], [1.578, 0.642, 1.342], [7.585, 2.744, -1.237], [9.212, 1.557, -2.694], [8.783, -0.785, -3.390], [6.697, -1.930, -2.701], [3.066, -1.881, -2.767], [1.932, -0.543, -3.039], [1.298, -2.152, -2.620], [2.950, -3.994, -1.623], [3.689, -4.484, -0.096], [4.362, -3.122, -1.008], [0.699, -3.546, -0.791], [0.430, -2.744, 0.752], [1.239, -4.321, 0.704], [4.176, -2.212, 1.385], [3.072, -3.431, 2.026], [2.609, -1.721, 2.051], [2.670, 0.305, 3.574], [2.504, 1.987, 4.107], [3.736, 0.954, 4.833], [4.759, -0.384, 2.158], [5.650, 0.145, 3.592], [6.077, 0.779, 1.996], [4.382, 3.664, 3.629], [5.783, 3.168, 2.673], [5.574, 2.545, 4.324], [-0.497, 5.541, -5.981], [0.051, 4.251, -4.704], [1.329, 3.730, -4.718], [2.592, 4.304, -6.012], [1.683, 2.758, -3.757], [3.398, 1.946, -3.784], [0.804, 2.295, -2.775], [1.075, 1.349, -1.912], [-0.524, 2.837, -2.770], [-1.385, 2.379, -1.898], [-0.856, 3.792, -3.732], [-2.647, 4.425, -3.668], [-5.949, 1.428, 3.081], [-5.675, 2.421, 4.576], [-4.337, 3.451, 4.156], [-3.094, 3.094, 3.609], [-2.595, 1.572, 3.192], [-1.988, 4.453, 3.409], [-2.966, 5.681, 4.126], [-2.515, 7.230, 4.328], [-4.545, 5.099, 4.588], [-6.819, 0.814, 3.312], [-5.092, 0.798, 2.866], [-6.165, 2.079, 2.238]], "e_homo_ev": [-4.277, -4.276], "lumo_ev": [1.1, -0.9], "homo_lumo_gap_ev": [5.38, 3.42], "charge": -1, "spin_multiplicity": 2}

***

Entry 2:
{"formula": "C44H51CdFN8O4STe", "method": "the ωB97M-V functional and the def2-TZVPD basis", "symbols": ["Cd", "C", "C", "N", "C", "C", "C", "O", "O", "C", "O", "C", "C", "C", "F", "C", "C", "C", "N", "C", "C", "N", "C", "C", "H", "H", "H", "H", "H", "H", "H", "H", "H", "H", "H", "H", "H", "H", "H", "H", "H", "H", "C", "C", "N", "N", "C", "S", "N", "N", "H", "H", "H", "H", "H", "H", "C", "C", "C", "C", "C", "C", "Te", "N", "C", "O", "C", "C", "C", "C", "C", "C", "C", "C", "C", "C", "C", "C", "C", "C", "C", "C", "C", "C", "H", "H", "H", "H", "H", "H", "H", "H", "H", "H", "H", "H", "H", "H", "H", "H", "H", "H", "H", "H", "H", "H", "H", "H", "H", "H", "H"], "coordinates": [[-0.241, 0.721, 1.302], [-7.487, -0.801, -1.545], [-7.165, -0.613, -0.045], [-5.730, -0.830, 0.191], [-4.844, 0.154, -0.150], [-3.504, 0.076, 0.108], [-2.593, 1.044, -0.641], [-3.049, 1.827, -1.451], [-1.338, 0.828, -0.469], [-3.002, -1.024, 0.869], [-1.914, -1.138, 1.495], [-3.901, -2.192, 0.895], [-3.365, -3.441, 1.215], [-4.134, -4.560, 1.084], [-3.548, -5.758, 1.280], [-5.433, -4.488, 0.624], [-6.042, -3.245, 0.445], [-5.254, -2.076, 0.528], [-6.176, -5.670, 0.283], [-5.465, -6.809, -0.232], [-6.514, -7.698, -0.902], [-7.703, -6.880, -1.260], [-8.442, -6.480, -0.017], [-7.349, -6.045, 1.011], [-8.559, -0.699, -1.691], [-7.169, -1.795, -1.868], [-6.994, -0.074, -2.179], [-7.732, -1.325, 0.561], [-7.429, 0.364, 0.286], [-5.222, 1.041, -0.676], [-2.343, -3.484, 1.526], [-7.063, -3.201, 0.083], [-4.941, -7.381, 0.550], [-4.717, -6.464, -0.934], [-6.879, -8.490, -0.269], [-6.120, -8.131, -1.829], [-8.314, -7.324, -1.903], [-7.363, -6.023, -1.677], [-8.970, -7.344, 0.340], [-9.104, -5.682, -0.303], [-7.187, -6.848, 1.769], [-7.737, -5.226, 1.611], [2.249, -4.786, -0.402], [2.611, -3.621, 0.431], [3.799, -3.319, 0.832], [3.614, -2.219, 1.650], [2.330, -1.847, 1.709], [1.642, -0.631, 2.655], [1.686, -2.734, 0.906], [0.341, -2.803, 0.551], [3.151, -5.357, -0.610], [1.803, -4.481, -1.357], [1.519, -5.409, 0.113], [4.430, -1.700, 1.962], [0.108, -2.160, -0.196], [-0.255, -2.636, 1.360], [7.055, 4.999, -4.726], [6.010, 4.452, -3.794], [5.971, 4.788, -2.455], [4.977, 4.346, -1.596], [5.030, 4.811, -0.161], [3.944, 3.547, -2.088], [2.383, 2.710, -0.772], [0.761, 2.695, 0.768], [0.059, 3.381, 1.630], [-0.767, 2.749, 2.373], [0.243, 4.870, 1.807], [0.068, 5.497, 3.025], [0.306, 6.834, 3.182], [0.750, 7.615, 2.128], [0.932, 7.030, 0.887], [0.682, 5.670, 0.739], [3.788, 1.756, 0.521], [3.982, 2.161, 1.855], [3.196, 3.247, 2.507], [4.995, 1.558, 2.630], [5.839, 0.619, 2.077], [6.998, 0.089, 2.855], [5.637, 0.227, 0.766], [4.610, 0.754, -0.017], [4.481, 0.222, -1.415], [3.940, 3.187, -3.464], [2.855, 2.351, -4.095], [4.976, 3.657, -4.274], [7.804, 5.567, -4.194], [6.592, 5.626, -5.487], [7.538, 4.180, -5.265], [6.761, 5.442, -2.112], [5.650, 5.702, -0.086], [5.403, 4.016, 0.487], [4.027, 5.102, 0.171], [-0.227, 4.909, 3.882], [0.215, 7.311, 4.153], [0.990, 8.659, 2.279], [1.328, 7.578, 0.031], [0.912, 5.211, -0.229], [2.889, 3.992, 1.781], [3.808, 3.724, 3.295], [2.304, 2.863, 2.977], [5.151, 1.891, 3.651], [7.665, 0.878, 3.169], [7.566, -0.636, 2.257], [6.652, -0.439, 3.774], [6.317, -0.518, 0.345], [5.254, -0.537, -1.599], [4.596, 1.007, -2.165], [3.496, -0.229, -1.546], [1.887, 2.878, -4.077], [2.671, 1.416, -3.554], [3.134, 2.119, -5.124], [4.929, 3.360, -5.327]], "e_homo_ev": [-7.894, -8.947], "lumo_ev": [-3.3, -3.3], "relative_energy_ev": 0.0000, "homo_lumo_gap_ev": [4.57, 5.62], "charge": 1, "spin_multiplicity": 2}

***

Entry 3:
{"formula": "C44H51Cl2LuN5O6PTe", "method": "the ωB97M-V functional and the def2-TZVPD basis", "symbols": ["Lu", "O", "C", "C", "C", "C", "C", "C", "C", "N", "N", "C", "O", "C", "C", "C", "C", "C", "C", "H", "H", "H", "H", "H", "H", "H", "H", "H", "H", "N", "N", "C", "O", "O", "H", "H", "H", "Cl", "C", "Cl", "H", "H", "C", "P", "C", "C", "O", "H", "H", "H", "H", "H", "H", "H", "H", "H", "C", "C", "C", "C", "C", "C", "Te", "N", "C", "O", "C", "C", "C", "C", "C", "C", "C", "C", "C", "C", "C", "C", "C", "C", "C", "C", "C", "C", "H", "H", "H", "H", "H", "H", "H", "H", "H", "H", "H", "H", "H", "H", "H", "H", "H", "H", "H", "H", "H", "H", "H", "H", "H", "H", "H"], "coordinates": [[-1.298, 1.442, -0.039], [-3.616, 1.244, -0.723], [-4.795, 1.898, -0.633], [-5.916, 1.502, -1.349], [-7.118, 2.174, -1.216], [-7.211, 3.268, -0.371], [-6.096, 3.659, 0.347], [-4.866, 3.001, 0.247], [-3.780, 3.529, 1.063], [-2.580, 3.094, 1.106], [-1.765, 3.749, 2.003], [-0.484, 3.448, 1.896], [0.031, 2.703, 0.997], [0.422, 4.028, 2.924], [-0.044, 4.881, 3.922], [0.830, 5.374, 4.876], [2.171, 5.015, 4.849], [2.639, 4.164, 3.859], [1.769, 3.673, 2.902], [-5.834, 0.662, -2.021], [-7.983, 1.847, -1.777], [-8.139, 3.814, -0.272], [-6.162, 4.514, 1.008], [-4.037, 4.375, 1.702], [-1.091, 5.149, 3.927], [0.466, 6.045, 5.645], [2.850, 5.393, 5.603], [3.681, 3.874, 3.836], [2.117, 2.999, 2.132], [0.781, 1.692, -1.469], [0.485, 2.709, -2.405], [-0.743, 3.404, -2.314], [-0.848, 4.431, -2.969], [-1.627, 2.829, -1.592], [1.557, 1.954, -0.868], [1.051, 0.861, -1.967], [1.256, 3.253, -2.759], [2.952, 0.018, 4.171], [0.359, -0.645, 3.146], [0.297, -0.205, 1.469], [0.589, 0.175, 3.810], [0.921, -1.552, 3.314], [-4.848, 0.579, 3.249], [-3.069, 0.238, 3.048], [-2.238, 1.389, 4.173], [-2.794, -1.435, 3.683], [-2.658, 0.359, 1.612], [-5.125, 0.506, 4.300], [-5.420, -0.140, 2.663], [-5.056, 1.583, 2.881], [-2.445, 1.129, 5.211], [-2.566, 2.406, 3.968], [-1.165, 1.333, 3.996], [-3.230, -1.552, 4.675], [-1.711, -1.569, 3.714], [-3.234, -2.148, 2.987], [5.220, -6.897, 0.766], [4.273, -5.827, 0.292], [3.160, -5.467, 1.034], [2.278, -4.484, 0.595], [1.083, -4.154, 1.449], [2.511, -3.831, -0.622], [1.126, -2.269, -1.213], [-1.360, -0.350, -1.279], [-2.395, -0.495, -1.915], [-3.657, 0.232, -1.737], [-2.693, -1.446, -3.024], [-2.241, -2.756, -2.913], [-2.391, -3.638, -3.969], [-2.996, -3.219, -5.146], [-3.462, -1.917, -5.255], [-3.310, -1.030, -4.200], [2.671, -0.866, -1.710], [2.757, -0.351, -3.014], [1.971, -0.883, -4.187], [3.608, 0.722, -3.277], [4.349, 1.325, -2.274], [5.169, 2.559, -2.538], [4.295, 0.769, -1.003], [3.494, -0.330, -0.702], [3.581, -0.864, 0.699], [3.619, -4.207, -1.395], [3.901, -3.584, -2.734], [4.485, -5.187, -0.921], [4.969, -7.217, 1.777], [6.248, -6.532, 0.763], [5.172, -7.770, 0.111], [2.975, -5.957, 1.984], [1.179, -4.597, 2.440], [0.169, -4.531, 0.984], [0.971, -3.075, 1.556], [-1.776, -3.068, -1.988], [-2.023, -4.653, -3.881], [-3.098, -3.903, -5.979], [-3.937, -1.588, -6.171], [-3.652, -0.007, -4.288], [1.317, -1.701, -3.895], [2.659, -1.233, -4.960], [1.355, -0.094, -4.622], [3.657, 1.110, -4.289], [5.211, 2.783, -3.604], [6.188, 2.438, -2.169], [4.732, 3.418, -2.025], [4.889, 1.204, -0.206], [4.627, -0.980, 0.988], [3.091, -1.825, 0.816], [3.144, -0.171, 1.419], [2.985, -3.542, -3.326], [4.656, -4.152, -3.278], [4.262, -2.563, -2.612], [5.345, -5.466, -1.521]], "e_homo_ev": [-4.778, -5.093], "lumo_ev": [2.0, 2.0], "relative_energy_ev": 4.3320, "homo_lumo_gap_ev": [6.78, 7.09], "charge": -1, "spin_multiplicity": 2}

***

Entry 4:
{"formula": "C44H51Cl3N4O11Si3Sn", "method": "the ωB97M-V functional and the def2-TZVPD basis", "symbols": ["Sn", "O", "N", "O", "C", "C", "C", "C", "C", "C", "N", "C", "C", "N", "C", "C", "C", "C", "H", "H", "H", "H", "H", "H", "H", "C", "O", "Si", "C", "C", "C", "Si", "C", "C", "C", "Si", "C", "C", "C", "H", "H", "H", "H", "H", "H", "H", "H", "H", "H", "H", "H", "H", "H", "H", "H", "H", "H", "H", "H", "H", "H", "H", "H", "H", "H", "H", "C", "C", "O", "C", "C", "C", "C", "C", "C", "O", "H", "H", "H", "H", "H", "H", "H", "O", "Cl", "O", "O", "O", "Cl", "C", "C", "C", "C", "C", "Cl", "C", "N", "C", "C", "C", "C", "C", "C", "C", "C", "O", "O", "H", "H", "H", "H", "H", "H", "H", "H", "H", "H"], "coordinates": [[-0.863, -0.980, 1.056], [0.846, 6.616, 3.631], [1.349, 5.531, 3.812], [2.479, 5.394, 4.209], [0.551, 4.323, 3.497], [-0.771, 4.537, 3.386], [-1.675, 3.458, 3.167], [-3.058, 3.657, 3.055], [-3.869, 2.574, 2.852], [-3.273, 1.306, 2.764], [-1.980, 1.096, 2.852], [-1.179, 2.158, 3.046], [0.256, 1.937, 3.106], [0.663, 0.678, 2.880], [1.945, 0.401, 2.931], [2.906, 1.387, 3.189], [2.515, 2.684, 3.380], [1.140, 3.004, 3.355], [-1.152, 5.544, 3.481], [-3.461, 4.662, 3.120], [-4.940, 2.674, 2.742], [-3.888, 0.429, 2.602], [2.232, -0.633, 2.762], [3.950, 1.113, 3.224], [3.245, 3.452, 3.555], [-3.649, -3.790, -1.527], [-2.633, -2.842, -1.369], [-1.257, -2.578, -2.319], [-1.507, -3.694, -3.842], [-1.536, -0.841, -2.990], [0.240, -2.883, -1.416], [0.365, -4.507, -0.611], [0.538, -5.930, -1.870], [-1.129, -5.009, 0.434], [1.864, -4.742, 0.509], [1.824, -2.106, -1.794], [1.758, -0.623, -2.965], [2.822, -1.513, -0.304], [3.004, -3.280, -2.728], [-3.440, -4.512, -2.324], [-4.602, -3.294, -1.763], [-3.781, -4.356, -0.596], [-2.356, -3.382, -4.465], [-1.650, -4.746, -3.572], [-0.595, -3.644, -4.448], [-2.587, -0.758, -3.293], [-0.905, -0.628, -3.860], [-1.344, -0.081, -2.227], [-0.319, -5.959, -2.554], [0.610, -6.907, -1.371], [1.440, -5.788, -2.477], [-1.918, -5.452, -0.185], [-1.556, -4.162, 0.980], [-0.817, -5.753, 1.175], [2.810, -4.500, 0.013], [1.908, -5.792, 0.823], [1.790, -4.133, 1.412], [1.093, 0.153, -2.580], [1.412, -0.914, -3.964], [2.764, -0.198, -3.066], [2.750, -2.204, 0.544], [3.881, -1.401, -0.562], [2.441, -0.538, 0.019], [2.489, -3.693, -3.604], [3.330, -4.124, -2.110], [3.902, -2.751, -3.075], [-5.381, -2.935, 2.004], [-4.352, -1.966, 1.443], [-3.238, -1.992, 1.950], [-4.742, -1.039, 0.377], [-6.088, -1.012, -0.044], [-6.551, -0.147, -1.005], [-5.638, 0.752, -1.586], [-4.321, 0.752, -1.219], [-3.798, -0.157, -0.244], [-2.540, -0.098, -0.015], [-4.908, -3.475, 2.820], [-5.700, -3.644, 1.238], [-6.268, -2.413, 2.369], [-6.788, -1.703, 0.408], [-7.591, -0.156, -1.304], [-5.980, 1.450, -2.345], [-3.602, 1.424, -1.672], [0.753, -2.073, 5.289], [1.209, -2.945, 4.228], [2.588, -2.626, 3.901], [1.107, -4.324, 4.637], [0.386, -2.723, 3.039], [2.961, 4.897, -3.090], [3.834, 3.396, -2.932], [4.188, 2.780, -4.123], [4.994, 1.659, -4.135], [5.476, 1.174, -2.931], [5.102, 1.777, -1.750], [5.791, 1.166, -0.273], [4.220, 2.876, -1.678], [3.863, 3.347, -0.432], [2.799, 4.217, -0.040], [3.153, 5.341, 0.703], [2.191, 6.237, 1.134], [0.864, 6.026, 0.782], [0.512, 4.900, 0.057], [1.458, 3.950, -0.333], [1.008, 2.673, -0.993], [0.048, 1.845, -0.102], [-0.781, 2.441, 0.597], [0.228, 0.580, -0.163], [3.825, 3.212, -5.046], [5.251, 1.175, -5.067], [6.129, 0.313, -2.892], [4.388, 2.948, 0.324], [4.202, 5.509, 0.923], [2.476, 7.098, 1.728], [0.100, 6.728, 1.098], [-0.526, 4.708, -0.175], [1.840, 2.044, -1.289], [0.434, 2.891, -1.899]], "e_homo_ev": -1.796, "lumo_ev": 3.1, "relative_energy_ev": 0.0955, "homo_lumo_gap_ev": 4.86, "charge": -2}

***

no.,energy (eV)
1,-424305.5627
2,-91969.3774
3,-141443.0082
4,-141969.4777